{"formula": "C105H214N12O13", "method": "ωB97M-V/def2-TZVPD", "species": ["O", "N", "O", "C", "C", "C", "C", "C", "C", "H", "H", "H", "H", "H", "C", "C", "C", "C", "C", "C", "C", "C", "C", "N", "O", "H", "H", "H", "H", "H", "H", "H", "H", "H", "H", "H", "H", "H", "H", "H", "H", "H", "H", "H", "C", "C", "C", "C", "C", "C", "C", "C", "C", "N", "O", "H", "H", "H", "H", "H", "H", "H", "H", "H", "H", "H", "H", "H", "H", "H", "H", "H", "H", "H", "C", "C", "C", "C", "C", "C", "C", "C", "C", "N", "O", "H", "H", "H", "H", "H", "H", "H", "H", "H", "H", "H", "H", "H", "H", "H", "H", "H", "H", "H", "C", "C", "C", "C", "C", "C", "C", "C", "C", "N", "O", "H", "H", "H", "H", "H", "H", "H", "H", "H", "H", "H", "H", "H", "H", "H", "H", "H", "H", "H", "C", "C", "C", "C", "C", "C", "C", "C", "C", "N", "O", "H", "H", "H", "H", "H", "H", "H", "H", "H", "H", "H", "H", "H", "H", "H", "H", "H", "H", "H", "C", "C", "C", "C", "C", "C", "C", "C", "C", "N", "O", "H", "H", "H", "H", "H", "H", "H", "H", "H", "H", "H", "H", "H", "H", "H", "H", "H", "H", "H", "C", "C", "C", "C", "C", "C", "C", "C", "C", "N", "O", "H", "H", "H", "H", "H", "H", "H", "H", "H", "H", "H", "H", "H", "H", "H", "H", "H", "H", "H", "C", "C", "C", "C", "C", "C", "C", "C", "C", "N", "O", "H", "H", "H", "H", "H", "H", "H", "H", "H", "H", "H", "H", "H", "H", "H", "H", "H", "H", "H", "C", "C", "C", "C", "C", "C", "C", "C", "C", "N", "O", "H", "H", "H", "H", "H", "H", "H", "H", "H", "H", "H", "H", "H", "H", "H", "H", "H", "H", "H", "C", "C", "C", "C", "C", "C", "C", "C", "C", "N", "O", "H", "H", "H", "H", "H", "H", "H", "H", "H", "H", "H", "H", "H", "H", "H", "H", "H", "H", "H", "C", "C", "C", "C", "C", "C", "C", "C", "C", "N", "O", "H", "H", "H", "H", "H", "H", "H", "H", "H", "H", "H", "H", "H", "H", "H", "H", "H", "H", "H"], "xyz": [[-8.704314, 2.860652, -1.684912], [-7.540434, 3.176522, -1.619612], [-7.210634, 4.345892, -1.791892], [-6.526384, 2.124702, -1.503052], [-6.883764, 0.908762, -0.877462], [-5.885354, -0.033248, -0.620642], [-4.614544, 0.186772, -1.061892], [-4.251114, 1.339452, -1.655842], [-5.186034, 2.321142, -1.902952], [-7.913774, 0.875492, -0.554402], [-6.164314, -0.871248, 0.000928], [-3.871424, -0.516558, -0.716192], [-3.247614, 1.510972, -2.016342], [-4.842624, 3.216802, -2.399202], [5.627296, -7.862858, 1.888258], [4.764956, -6.595478, 2.203348], [4.157126, -6.192368, 0.734228], [3.556966, -7.070958, 3.143068], [2.795346, -5.960818, 3.715458], [3.657936, -4.910848, 4.471458], [4.840706, -4.410328, 3.588768], [4.298986, -3.386618, 2.586838], [5.701576, -3.570708, 4.661988], [5.525926, -5.582068, 2.909008], [6.721566, -5.149128, 2.321138], [5.165486, -8.676508, 1.328968], [6.454256, -7.671218, 1.204528], [6.055846, -8.200988, 2.831718], [4.897246, -5.782648, 0.046888], [3.729686, -6.989298, 0.125708], [3.315796, -5.499358, 0.732998], [2.921926, -7.764318, 2.591628], [3.999186, -7.626028, 3.970378], [2.305926, -5.389988, 2.926328], [2.010126, -6.313758, 4.383998], [3.939856, -5.198418, 5.484338], [3.026226, -4.075148, 4.772548], [3.892596, -2.623488, 3.250598], [3.537696, -3.749068, 1.896078], [5.095796, -3.074128, 1.911888], [6.575946, -3.157538, 4.159148], [5.981946, -4.268988, 5.450598], [5.041506, -2.849378, 5.143758], [6.446776, -4.453158, 1.719718], [-1.591484, -0.977218, -9.460042], [-2.987604, -1.022868, -8.641182], [-4.118584, -0.230168, -9.410502], [-3.556494, -2.462588, -8.475692], [-2.724604, -3.289518, -7.487422], [-2.850464, -2.655388, -6.113962], [-2.278894, -1.202708, -6.117632], [-2.690514, -0.537828, -4.771342], [-0.705814, -1.299108, -6.344432], [-2.950144, -0.477008, -7.247402], [-2.866404, 0.933402, -7.111562], [-1.000374, -1.882048, -9.318742], [-1.780714, -0.941128, -10.532892], [-0.976564, -0.122418, -9.178462], [-5.118724, -0.438398, -9.030412], [-3.819694, 0.815792, -9.341722], [-4.099634, -0.414738, -10.484592], [-4.621064, -2.500148, -8.244672], [-3.473574, -3.015258, -9.411522], [-2.931754, -4.358368, -7.434932], [-1.652264, -3.228108, -7.672892], [-2.269254, -3.311898, -5.466432], [-3.858114, -2.726858, -5.704552], [-3.765314, -0.368728, -4.705632], [-2.228744, 0.421662, -4.538442], [-2.475334, -1.259388, -3.983212], [-0.396614, -1.617948, -7.339842], [-0.240194, -2.042698, -5.697612], [-0.303484, -0.303078, -6.159662], [-1.910274, 1.007512, -7.155492], [-0.971364, 3.658552, -4.765762], [-2.113984, 4.580472, -4.524482], [-2.426084, 4.807232, -3.076122], [-1.744444, 5.899332, -5.250152], [-2.934804, 6.798142, -5.538572], [-3.830484, 6.085832, -6.531712], [-4.250604, 4.641082, -6.030682], [-5.534864, 4.752422, -5.153042], [-4.678224, 3.802842, -7.336352], [-3.151914, 3.892642, -5.351632], [-3.721074, 2.690692, -4.876432], [-1.255994, 2.695412, -4.342172], [-0.670744, 3.573062, -5.809992], [-0.132704, 4.019802, -4.170572], [-1.646914, 5.414742, -2.615762], [-3.363604, 5.330972, -2.889462], [-2.523314, 3.859602, -2.546372], [-1.051804, 6.497652, -4.658242], [-1.300604, 5.725052, -6.230322], [-3.425494, 7.012522, -4.589162], [-2.768224, 7.812062, -5.902332], [-3.331314, 6.079502, -7.500672], [-4.731464, 6.695772, -6.597432], [-5.836674, 3.838972, -4.640582], [-6.389334, 5.174282, -5.682212], [-5.443444, 5.392562, -4.275572], [-4.889594, 2.765562, -7.076592], [-3.971234, 3.792332, -8.165902], [-5.615094, 4.262392, -7.651302], [-3.582834, 1.988362, -5.516142], [-7.525644, -0.778798, 6.364808], [-6.048264, -0.765648, 5.810188], [-6.147334, -0.980578, 4.240628], [-5.453554, 0.725712, 6.005638], [-3.954004, 0.736682, 5.713648], [-3.306144, -0.410538, 6.504438], [-3.790204, -1.860588, 6.369618], [-3.338174, -2.657218, 5.066238], [-3.278084, -2.618168, 7.639968], [-5.239994, -1.808688, 6.545568], [-5.838284, -3.003068, 6.527568], [-8.115944, -1.666118, 6.136098], [-7.567484, -0.681948, 7.449688], [-7.997524, 0.101092, 5.927498], [-5.186454, -0.860488, 3.740248], [-6.526244, -1.960208, 3.949348], [-6.900624, -0.326668, 3.801258], [-6.037204, 1.383632, 5.361748], [-5.543674, 1.058372, 7.039708], [-3.636934, 0.481362, 4.702518], [-3.434314, 1.650302, 6.002298], [-3.104974, -0.088768, 7.526248], [-2.300534, -0.425198, 6.084148], [-2.293564, -2.954278, 4.973258], [-3.571844, -2.022188, 4.211698], [-3.951494, -3.552378, 4.963148], [-3.634514, -2.178468, 8.571478], [-2.196654, -2.658138, 7.770378], [-3.578514, -3.665168, 7.680278], [-5.796944, -3.262278, 7.450988], [3.339556, 5.732422, -3.845822], [4.302186, 4.818382, -4.605942], [4.504596, 5.249472, -6.061302], [5.764436, 4.858022, -3.929672], [6.701076, 3.652862, -4.322872], [6.011966, 2.322662, -3.868262], [4.592866, 2.228402, -4.564482], [4.923666, 1.724192, -6.050142], [3.772816, 1.184602, -3.799822], [3.765526, 3.449152, -4.507192], [2.428606, 3.249212, -4.897952], [3.069966, 5.200242, -2.933562], [3.771196, 6.698472, -3.584042], [2.412586, 5.896902, -4.395172], [5.329046, 4.718732, -6.537422], [3.658376, 4.982092, -6.694172], [4.694636, 6.316952, -6.172972], [6.333386, 5.724662, -4.266322], [5.673196, 4.828492, -2.843902], [6.878976, 3.572792, -5.395272], [7.712736, 3.677732, -3.917862], [5.897386, 2.353602, -2.784742], [6.698576, 1.481822, -3.966502], [5.579566, 0.857842, -5.964462], [5.413216, 2.446242, -6.703662], [4.053346, 1.401772, -6.621712], [3.566196, 1.543912, -2.791702], [4.269816, 0.215092, -3.766052], [2.765736, 0.972032, -4.158572], [2.441906, 3.151952, -5.852922], [0.234356, 1.845692, -1.438352], [0.157196, 0.506962, -0.708982], [-0.532764, -0.458468, -1.626872], [1.687696, 0.105792, -0.292992], [1.762206, -0.929178, 0.884198], [1.106416, -0.380248, 2.084728], [-0.374954, 0.014182, 1.839978], [-1.308104, -1.231388, 1.823238], [-0.790524, 0.898532, 3.066148], [-0.500204, 0.804202, 0.580658], [-1.792654, 1.222212, 0.446418], [-0.734624, 2.174052, -1.814342], [0.630266, 2.667352, -0.841512], [0.852916, 1.821522, -2.335512], [-0.464114, -1.454348, -1.189152], [-1.582184, -0.172478, -1.697852], [-0.005824, -0.619748, -2.567312], [2.124126, -0.369018, -1.171732], [2.336246, 0.963622, -0.115202], [1.448906, -1.927018, 0.577198], [2.784596, -1.152948, 1.188738], [1.733656, 0.448112, 2.414098], [1.175886, -1.238038, 2.753658], [-1.221394, -1.930768, 2.654778], [-1.174854, -1.810998, 0.909778], [-2.382614, -1.053478, 1.779888], [-0.341394, 1.884112, 2.943618], [-0.635574, 0.409442, 4.027858], [-1.860474, 1.105942, 3.049018], [-1.578014, 2.106772, 0.751488], [-2.243804, 5.417502, 3.903018], [-2.502464, 5.445872, 2.359258], [-1.208414, 4.846872, 1.625358], [-3.614804, 4.389122, 2.182598], [-4.241104, 4.435552, 0.810478], [-4.746034, 5.856112, 0.459118], [-3.746694, 7.028642, 0.722308], [-2.824034, 7.237192, -0.498132], [-4.583984, 8.358462, 0.925248], [-3.006714, 6.795632, 1.974228], [-2.069224, 7.770382, 2.330198], [-1.579234, 6.208132, 4.251368], [-3.122184, 5.686422, 4.489728], [-1.954974, 4.451302, 4.316698], [-0.735474, 4.053562, 2.204218], [-1.402794, 4.401902, 0.649488], [-0.482724, 5.655302, 1.536458], [-3.327754, 3.361302, 2.404558], [-4.458704, 4.622142, 2.831948], [-3.572924, 4.094092, 0.019878], [-5.137834, 3.816022, 0.822648], [-5.681244, 6.077682, 0.973308], [-4.942044, 5.807162, -0.612002], [-3.346144, 7.593882, -1.385982], [-2.154604, 6.384982, -0.615142], [-2.183414, 8.100122, -0.316262], [-5.122434, 8.379732, 1.872728], [-5.343364, 8.440912, 0.147668], [-4.086904, 9.321132, 0.805758], [-2.477194, 8.092192, 3.137408], [1.339646, -1.946468, 9.103008], [2.531836, -1.590298, 8.228228], [3.747546, -2.468918, 8.552668], [2.122686, -1.967158, 6.801398], [1.124186, -0.987908, 6.121278], [1.829876, 0.426052, 6.199288], [2.159876, 0.837492, 7.657398], [3.217196, 2.003832, 7.519968], [0.821666, 1.291542, 8.385038], [2.965636, -0.243578, 8.304848], [3.452686, 0.221412, 9.615448], [0.975796, -2.949498, 8.880218], [1.587026, -1.978078, 10.164098], [0.476036, -1.304398, 8.929718], [3.559066, -3.541168, 8.499108], [4.519576, -2.370618, 7.789508], [4.264106, -2.338958, 9.503658], [2.929686, -2.022878, 6.070818], [1.709736, -2.975398, 6.769288], [1.005216, -1.294718, 5.082138], [0.088536, -0.991768, 6.461158], [1.087006, 1.118882, 5.804028], [2.685456, 0.528872, 5.531828], [2.630336, 2.836062, 7.131248], [4.121126, 1.764722, 6.959748], [3.643366, 2.387212, 8.447058], [-0.046874, 0.675842, 8.151238], [0.627706, 2.355772, 8.251288], [0.962386, 1.144412, 9.455858], [4.404996, 0.284492, 9.511858], [2.259096, 4.150522, 3.311778], [3.624326, 4.008812, 2.618288], [4.650086, 3.831922, 3.776148], [3.641456, 2.705722, 1.714878], [4.860546, 2.597082, 0.808478], [4.793866, 3.825062, -0.143202], [4.799826, 5.241362, 0.619968], [6.259226, 5.410092, 0.990358], [4.292346, 6.404392, -0.336212], [3.892466, 5.218472, 1.781548], [3.840856, 6.397782, 2.580978], [2.306636, 4.721482, 4.239058], [1.634546, 4.656972, 2.575878], [1.786226, 3.175472, 3.429148], [4.536196, 2.974932, 4.439998], [5.732436, 3.901322, 3.667468], [4.445016, 4.640842, 4.477358], [3.777936, 1.844282, 2.368628], [2.732956, 2.741652, 1.113668], [5.823746, 2.527432, 1.313938], [4.687786, 1.750832, 0.143568], [3.935946, 3.782722, -0.814232], [5.583416, 3.722352, -0.887612], [6.849926, 4.577802, 1.373068], [6.425486, 6.329872, 1.551138], [6.790086, 5.778212, 0.112418], [3.208966, 6.508712, -0.276942], [4.616386, 6.446212, -1.376092], [4.685356, 7.351102, 0.034438], [3.021276, 6.887162, 2.479038], [-0.410394, -5.430228, 0.771988], [-1.301314, -6.011098, 1.960348], [-0.923254, -5.345638, 3.358058], [-2.689244, -5.553798, 1.564748], [-3.814984, -6.242168, 2.334278], [-3.612234, -7.799868, 2.151618], [-2.162064, -8.266048, 2.510998], [-2.053844, -8.281398, 4.139018], [-2.113354, -9.661578, 1.906968], [-1.134814, -7.481608, 1.819938], [0.170546, -7.905848, 2.151108], [-0.311794, -4.344868, 0.790808], [0.603886, -5.829018, 0.754528], [-0.706894, -5.786378, -0.214602], [-0.864484, -4.268338, 3.202848], [-1.556984, -5.514398, 4.228688], [0.125386, -5.626048, 3.457228], [-2.696254, -4.484278, 1.774898], [-2.892294, -5.682248, 0.501558], [-3.760504, -5.924568, 3.375558], [-4.830894, -6.011598, 2.013558], [-3.842194, -8.093288, 1.127348], [-4.322204, -8.344488, 2.774048], [-2.618214, -7.465608, 4.590768], [-0.997774, -8.301848, 4.408078], [-2.473664, -9.142588, 4.658818], [-2.897744, -10.307278, 2.301828], [-1.211814, -10.079798, 2.354638], [-2.146414, -9.656788, 0.817478], [0.315026, -8.719488, 1.662528], [4.476396, -4.129408, -6.674512], [3.231386, -4.426488, -5.831282], [1.985576, -4.376678, -6.711392], [3.318066, -5.886438, -5.226532], [2.353386, -6.145608, -4.048602], [2.627216, -5.118958, -2.966342], [2.475756, -3.645488, -3.446472], [0.999476, -3.331278, -3.607592], [3.123896, -2.759788, -2.372012], [3.276366, -3.473758, -4.729702], [3.319816, -2.142308, -5.166702], [4.501016, -4.827228, -7.511492], [4.447526, -3.106678, -7.050372], [5.431206, -4.170718, -6.150372], [1.072566, -4.654718, -6.184882], [1.668676, -3.462928, -7.214122], [2.053926, -4.995598, -7.606032], [3.149686, -6.554448, -6.071222], [4.312526, -6.084798, -4.826782], [1.318336, -6.099208, -4.387142], [2.570456, -7.155358, -3.700172], [3.645936, -5.427078, -2.731022], [1.955586, -5.486748, -2.190632], [0.463896, -3.885378, -4.378462], [1.005446, -2.304818, -3.974282], [0.517676, -3.416118, -2.633542], [2.694606, -2.969478, -1.392292], [2.920366, -1.739388, -2.696752], [4.206676, -2.884928, -2.368712], [2.413896, -2.056448, -5.472532]], "forces_ev_per_a": [[-0.6, -1.0, 0.6], [-0.2, 1.3, -1.6], [1.0, -0.6, 0.5], [1.4, -1.1, 0.6], [0.3, 1.6, -0.4], [-2.2, 0.5, 0.2], [0.8, -1.6, 1.6], [0.2, 1.3, -1.4], [-1.2, 0.6, 0.1], [0.0, -0.6, 0.2], [0.2, -0.3, -0.2], [0.3, -0.2, -0.4], [0.2, 0.0, 0.2], [-0.3, 0.2, 0.0], [0.7, 0.8, 0.3], [-1.8, -1.3, -2.3], [0.0, 0.4, 0.6], [2.2, -0.4, -0.8], [-0.6, 2.1, 0.9], [-0.4, -0.7, -0.7], [-0.6, -0.2, 1.2], [0.1, -0.5, 0.0], [-0.1, -2.0, -1.4], [-0.3, 0.6, 2.3], [-0.3, -0.3, -0.2], [-0.9, 0.1, 0.6], [0.3, 0.7, 0.2], [0.0, -0.3, -0.1], [0.4, 0.3, 0.3], [0.2, -0.8, 0.6], [0.1, 0.4, 0.5], [0.0, 0.1, -0.2], [0.2, -0.2, 0.0], [-0.3, -0.1, -0.2], [-0.1, -0.1, 0.0], [0.7, -0.9, -0.2], [-0.2, 0.4, -0.7], [0.1, 0.6, -0.7], [-0.3, -0.2, 0.4], [0.1, 0.8, 0.3], [0.0, 0.3, 0.4], [0.4, 0.0, -0.1], [0.1, 0.3, -0.4], [0.2, 0.3, -0.6], [-1.4, -0.3, 0.6], [-0.8, 0.2, -0.2], [1.7, 0.3, 0.1], [1.6, -1.1, -0.6], [-0.2, 0.8, 0.7], [0.4, -0.3, 0.2], [-0.2, -0.5, -0.7], [0.3, -0.4, -0.4], [-0.9, 0.3, 0.4], [-1.3, -1.3, 0.5], [0.9, -1.0, -0.4], [0.0, 0.0, 0.2], [-0.2, 0.2, 0.0], [-0.1, 0.1, 0.0], [0.2, 0.2, 0.2], [-0.6, 0.2, 0.2], [0.1, -0.5, 0.0], [0.1, 0.4, 0.4], [0.0, 0.4, -0.5], [-0.5, 0.1, -0.2], [0.0, -0.1, -0.7], [0.4, 0.4, 0.5], [-0.2, 0.4, -0.2], [-0.1, -0.1, -0.4], [0.3, -0.1, -0.1], [0.3, 0.1, 0.2], [-0.4, 0.3, 0.0], [-0.2, 0.3, 0.4], [0.4, 0.0, 0.1], [0.4, 1.2, 0.0], [1.4, -0.4, 1.7], [-0.8, -0.2, -2.3], [-0.3, 0.0, 0.7], [-0.5, 1.2, -0.3], [-0.6, -0.3, 0.5], [-0.5, -0.6, 1.3], [-0.6, -0.3, -1.2], [0.2, 0.3, 0.7], [-0.1, 0.7, 1.4], [-1.3, 1.3, -2.1], [0.2, 0.5, 1.9], [0.2, -0.3, -0.2], [-0.3, 0.1, 0.1], [0.5, -0.2, -0.1], [0.1, -0.2, 0.1], [-0.1, 0.1, -0.3], [0.2, -0.2, 0.1], [0.4, -0.5, 0.2], [0.4, -0.5, 0.1], [-0.5, -0.3, 0.2], [0.8, -0.1, -0.2], [0.0, -0.3, -0.1], [-0.3, -0.3, -0.4], [0.1, -0.4, -0.7], [0.1, -0.2, -0.3], [0.6, 0.6, 0.0], [-0.1, 0.1, 0.1], [0.2, 0.3, 0.2], [0.0, -0.1, -0.3], [0.6, 0.1, -0.7], [1.0, 0.3, -0.1], [-0.6, 0.2, -0.5], [-0.1, -0.4, 0.7], [0.2, -1.6, -0.2], [-0.1, -1.5, 0.2], [1.8, 0.4, -0.6], [0.1, -0.9, 0.8], [-0.8, 1.1, 0.4], [0.2, -0.2, 0.1], [0.5, 4.5, -0.4], [-1.0, -2.5, -0.3], [0.3, 0.0, -0.4], [0.3, 0.2, 0.1], [-0.3, -0.1, 0.0], [-0.1, 0.3, 0.0], [0.2, -0.4, 0.4], [0.2, 0.5, 0.1], [0.0, 0.0, 0.0], [-0.4, -0.1, 0.1], [-0.7, 0.6, -0.5], [-0.3, 0.2, -0.1], [-0.6, -0.4, 0.4], [0.5, -0.2, 0.1], [0.1, 0.2, 0.5], [0.1, -0.1, -0.2], [0.0, 0.0, 0.2], [-0.3, 0.3, -0.2], [0.2, 0.2, -0.5], [-0.2, -0.1, -0.4], [-0.4, -0.4, 0.1], [0.0, -0.3, 0.1], [1.2, -0.2, -0.3], [-0.1, -0.2, -0.5], [0.2, -1.5, -0.8], [-1.3, -1.0, 0.3], [-0.5, 2.1, 0.1], [0.3, -1.2, -1.2], [-0.5, 0.0, 0.7], [-0.2, -0.7, 0.1], [1.6, 0.0, 1.4], [0.7, 0.4, 0.2], [0.0, 0.2, 0.1], [0.1, 0.0, -0.1], [0.1, 0.0, -0.1], [0.3, 0.0, 0.2], [-0.4, 0.2, 0.1], [-0.1, 0.1, 0.1], [-0.6, 0.5, 0.2], [-0.1, 0.3, 0.0], [-0.2, 0.3, -0.2], [-0.1, 0.5, 0.4], [-0.4, 0.3, 0.2], [-0.5, -0.3, -0.8], [0.0, -0.1, -0.1], [0.2, 0.3, 0.4], [-0.3, -0.1, 0.2], [0.4, 0.1, 0.2], [0.2, 0.0, 0.1], [0.1, 0.2, -0.6], [-0.1, 0.0, -0.6], [0.1, 0.6, -0.6], [2.5, 1.2, 1.4], [0.2, -1.4, 0.9], [-1.2, -1.4, -0.6], [0.9, 0.7, -2.0], [-1.0, -0.7, -0.2], [-0.3, -0.4, 0.8], [-0.1, -0.5, -0.6], [-0.8, 0.1, -1.3], [2.7, -1.6, 1.2], [-1.2, 1.0, -0.2], [-0.3, -0.1, 0.1], [0.0, -0.1, 0.4], [0.2, -0.4, -0.1], [-0.4, -0.3, 0.2], [0.1, -0.1, -0.5], [-0.3, 0.7, -0.3], [0.0, 0.0, -0.2], [-0.5, 0.3, 0.3], [-0.8, 0.0, -0.1], [0.5, 0.4, -0.4], [-0.4, 0.2, 0.4], [-0.4, 0.5, 0.9], [0.5, 0.2, 0.3], [0.5, -0.2, -0.1], [0.0, 0.9, 0.1], [0.5, -0.1, 0.5], [0.6, 0.1, -0.1], [-0.2, -0.1, -0.2], [-1.4, 0.7, -0.2], [-0.2, 1.2, 0.2], [0.3, -1.9, 0.7], [-0.6, 1.1, 0.5], [-0.9, 0.8, -0.6], [-0.4, 0.9, -0.2], [0.8, -0.1, 0.2], [-0.2, 1.3, -0.3], [0.4, 0.7, 0.8], [-0.3, -0.5, -0.5], [-0.6, -2.5, 0.4], [0.0, 0.4, -0.4], [0.7, -0.3, -0.3], [-0.7, -0.1, -0.5], [0.4, -0.1, -0.5], [-0.2, 0.1, 0.4], [-0.2, 0.4, -0.2], [0.2, -0.1, -0.2], [0.6, 0.1, 0.2], [0.1, 0.1, 0.5], [0.1, -0.2, 0.0], [0.1, -0.4, -0.3], [0.0, -0.1, 0.1], [-0.3, 0.4, 0.0], [-0.3, -0.8, -0.2], [-0.3, -0.1, -0.5], [0.3, 0.0, 0.4], [0.1, -0.2, 0.1], [-0.2, -0.4, -0.2], [0.8, -0.3, 0.3], [0.3, 0.4, 0.1], [-0.5, -0.5, 0.7], [0.2, -1.9, 0.6], [0.7, -0.9, -0.2], [-1.2, 0.5, -1.4], [1.7, 0.5, 0.0], [-1.7, -0.8, 0.2], [1.3, 0.5, -0.1], [-1.3, 0.4, 0.8], [1.5, -0.5, 0.6], [0.5, 2.4, -0.6], [-1.4, -1.1, -0.9], [0.2, -0.2, -0.1], [0.0, 0.4, 0.0], [0.2, 0.2, 0.1], [-0.7, -0.1, 0.1], [0.0, 0.5, -0.2], [-0.4, 0.5, 0.2], [0.6, 0.2, 0.4], [0.0, -0.1, 0.5], [0.3, 0.1, -0.2], [0.1, 0.2, 0.7], [0.1, 0.5, 0.1], [0.2, -0.5, 0.2], [0.5, 0.3, -0.6], [-0.5, -0.3, -0.6], [-0.5, -0.3, 0.4], [0.1, 0.2, -0.5], [-0.1, -0.1, -0.3], [0.1, 0.1, 0.1], [0.1, -0.1, -0.3], [-0.1, 0.1, -1.3], [1.7, -0.9, 0.2], [0.2, 0.9, 1.2], [1.0, 1.2, 0.9], [-1.3, 1.7, -1.5], [-0.4, 0.5, 0.5], [0.3, -0.9, -1.0], [1.0, 2.1, -0.6], [0.6, 0.2, 1.1], [-2.0, -1.1, -0.1], [1.7, -0.4, 0.1], [-0.1, -0.2, -0.1], [-0.3, 0.3, 0.2], [0.2, -0.1, 0.5], [-0.6, -0.5, -0.5], [0.0, 0.0, -1.1], [0.1, 0.3, 0.0], [-1.1, 0.0, 0.3], [-0.1, -0.5, 0.0], [-0.2, -0.1, 0.1], [0.4, -0.4, 0.2], [-0.7, -0.2, 0.4], [0.6, 0.7, 0.3], [-0.5, -0.1, 0.2], [-0.3, -0.3, 1.0], [0.1, -0.6, -0.7], [0.0, -0.4, -0.1], [0.1, -0.9, 0.0], [0.0, 0.1, 0.4], [-0.4, -0.5, -0.7], [0.8, -0.5, 0.8], [1.4, 0.7, -1.1], [1.0, -0.3, -1.8], [-1.4, -0.2, 0.2], [0.4, -1.5, -0.1], [0.6, 1.8, 0.6], [-1.9, -0.5, 1.3], [0.2, -0.3, -1.4], [0.7, -0.5, 1.5], [-2.0, 0.8, 0.0], [0.2, 0.5, 0.9], [-0.3, 0.1, 0.0], [0.3, 0.0, 0.8], [-0.9, 0.2, 0.1], [-0.3, 0.2, -0.1], [0.1, -0.5, -0.3], [-0.1, -0.2, 0.9], [-0.1, 0.2, -0.2], [0.3, -0.1, -0.1], [0.0, -0.3, 0.2], [0.1, 0.4, -0.3], [0.1, 0.2, -0.2], [0.2, -0.1, 0.2], [0.5, 0.4, -0.2], [0.0, 0.5, 0.1], [-0.2, -0.5, -0.7], [-0.3, 0.2, -0.1], [0.4, -0.6, -0.7], [0.3, 0.1, 0.1], [-0.2, 0.0, -0.4], [0.0, 0.0, -0.5], [0.6, -0.5, 0.6], [-1.2, 0.1, -0.7], [-0.4, 0.9, -0.1], [0.2, 0.4, -1.8], [0.2, -1.3, -1.2], [1.0, -1.8, -0.2], [0.4, 0.8, -0.3], [-0.4, 0.3, -1.0], [0.5, -1.1, 2.1], [-0.7, -0.4, 0.2], [0.1, 0.0, -0.1], [-0.3, -0.1, -0.2], [-0.2, -0.4, 0.4], [0.1, -0.4, 0.1], [0.7, 0.9, 0.4], [0.3, -0.6, 0.3], [0.0, -0.2, 0.1], [0.3, 0.2, -0.2], [-0.2, -0.2, 0.0], [-0.3, 0.0, 0.2], [0.3, 0.9, 0.7], [0.0, 1.1, 0.7], [0.1, -0.4, 0.3], [-0.6, 0.4, 0.4], [-0.3, 0.2, -0.1], [0.0, 0.1, 0.0], [0.1, 0.3, 0.5], [-0.1, -0.2, 0.1], [-0.4, 1.0, -0.5]], "spin_multiplicity": 1, "lumo_energy_ev": -0.18, "smiles": "O=[N+]([O-])c1ccccc1.CC1(C)CCCC(C)(C)N1O.CC1(C)CCCC(C)(C)N1O.CC1(C)CCCC(C)(C)N1O.CC1(C)CCCC(C)(C)N1O.CC1(C)CCCC(C)(C)N1O.CC1(C)CCCC(C)(C)N1O.CC1(C)CCCC(C)(C)N1O.CC1(C)CCCC(C)(C)N1O.CC1(C)CCCC(C)(C)N1O.CC1(C)CCCC(C)(C)N1O.CC1(C)CCCC(C)(C)N1O"}